Model w:
This record from OMol25 describes an isolated molecule of C6H9NO. The level of theory is the ωB97M-V functional and the def2-TZVPD basis.

```
17
Properties=species:S:1:pos:R:3
C -1.894 -0.780 0.086
C -0.571 -0.213 -0.181
C 0.600 -0.826 -0.800
C 1.773 -0.005 -0.259
C 0.944 1.218 0.373
C -0.285 1.214 -0.590
H -2.560 -1.344 -0.716
H -2.678 -0.013 0.621
H -1.529 -1.722 0.817
H 0.842 -1.766 -0.289
H 0.645 -0.878 -1.960
H 2.506 0.480 -0.951
H 2.378 -0.554 0.650
H 1.494 2.014 0.824
H -0.564 0.715 1.786
N 0.071 0.353 1.208
O -1.172 2.107 -0.618
```

Calculated values
SMILES string   C[C@]12CC[C@H](N1)C2=O
Frontier orbital gap   0.3630 Eh
LUMO   0.811 eV

=====

Model x:
This record from OMol25 describes an isolated molecule of C6H9NO. The level of theory is the ωB97M-V functional and the def2-TZVPD basis.

```
17
Properties=species:S:1:pos:R:3
C -0.724 0.289 0.251
C 0.421 0.687 1.150
C 1.683 0.073 0.302
C 1.388 0.159 -1.055
C -0.316 -1.082 -0.083
C -1.830 -0.930 -0.145
H -1.694 1.927 -0.204
H 0.607 0.214 2.019
H 0.302 1.792 1.020
H 2.647 -0.265 0.847
H 0.311 0.735 -1.253
H 2.169 0.273 -1.864
H -0.407 -1.709 0.838
H -2.521 -1.741 0.454
H -2.311 -0.636 -1.091
N 1.094 -1.235 -0.471
O -0.820 1.450 -0.714
```

Calculated values
SMILES string   O[C@]12C[C@@H]3CN3[C@@H]1C2
Frontier orbital gap   0.3371 Eh
LUMO   0.557 eV

=====

Which structure wins on stability? model w wins.

=====

Model w:
This record from OMol25 describes an isolated molecule of C6H9NO. The level of theory is the ωB97M-V functional and the def2-TZVPD basis.

```
17
Properties=species:S:1:pos:R:3
C -0.606 -0.729 -1.519
C 1.028 -0.181 0.260
C 1.627 0.624 1.370
C 0.089 0.680 1.061
C -1.106 -0.259 0.860
C -1.543 -0.011 -0.534
H -0.833 -0.444 -2.533
H -0.598 -1.847 -1.377
H 0.817 0.768 -1.501
H 0.904 -1.226 0.439
H 2.172 1.569 1.096
H 2.043 0.057 2.241
H -0.074 1.588 0.478
H -0.773 -1.266 1.107
H -1.470 1.040 -0.806
N 0.807 -0.193 -1.192
O -2.486 -0.169 0.549
```

Calculated values
SMILES string   C1[C@@H]2[C@H]3O[C@@H]3CN[C@@H]12
Frontier orbital gap   0.3449 Eh
LUMO   1.051 eV

=====

Model x:
This record from OMol25 describes an isolated molecule of C6H9NO. The level of theory is the ωB97M-V functional and the def2-TZVPD basis.

```
17
Properties=species:S:1:pos:R:3
C 0.544 1.749 1.100
C 0.468 1.336 -0.133
C 0.500 1.558 -1.909
C 0.420 0.245 0.852
C -0.855 -1.910 0.703
C -0.840 -0.501 1.318
N 0.742 0.315 -2.324
O 0.276 2.594 -2.455
H 0.416 2.395 1.944
H 1.372 -0.382 0.860
H -1.077 -2.769 1.329
H 0.135 -2.025 0.339
H -1.634 -1.966 -0.142
H -0.804 -0.481 2.463
H -1.710 0.198 1.009
H 1.113 -0.389 -1.679
H 0.935 0.034 -3.275
```

Calculated values
SMILES string   CC[C@@H]1C=C1C(N)=O
Frontier orbital gap   0.3617 Eh
LUMO   0.846 eV

=====

Which structure wins on stability? model x wins.

=====

Model w:
This record from OMol25 describes an isolated molecule of C6H9NO. The level of theory is the ωB97M-V functional and the def2-TZVPD basis.

```
17
Properties=species:S:1:pos:R:3
C -1.392 1.518 -0.015
C -1.787 0.043 -0.072
C -1.041 -1.049 -0.148
C 0.414 -1.099 -0.048
C 1.281 -0.458 1.061
C 2.049 0.177 -0.135
H -1.301 1.998 -0.988
H -0.405 1.702 0.416
H -2.156 2.052 0.547
H -2.873 -0.090 -0.172
H -1.600 -1.954 -0.386
H 0.606 -2.171 -0.139
H 0.866 0.354 1.714
H 1.841 -1.173 1.633
H 1.270 -0.363 -2.058
N 1.208 -0.387 -1.044
O 3.022 0.899 -0.167
```

Calculated values
SMILES string   C/C=C\[C@@H]1CC(=O)N1
Frontier orbital gap   0.3765 Eh
LUMO   0.861 eV

=====

Model x:
This record from OMol25 describes a structure of composition C6H9NO. The level of theory is the ωB97M-V functional and the def2-TZVPD basis.

```
17
Properties=species:S:1:pos:R:3
C 1.862 0.504 1.387
C 0.505 -0.394 1.282
C -0.995 -0.994 -0.468
C -1.522 0.291 -0.084
C -0.389 -0.032 -1.638
C 0.910 0.578 0.126
H 1.758 1.155 2.304
H 2.850 0.140 1.099
H -0.374 -0.155 1.876
H -1.658 -1.872 -0.920
H -2.266 0.663 -0.775
H -1.804 0.488 0.983
H -0.992 0.271 -2.677
H 0.704 -0.150 -1.933
H 1.659 0.028 -0.408
N -0.343 1.086 -0.589
O 0.095 -1.608 0.437
```

Calculated values
Frontier orbital gap   0.3343 Eh
LUMO   1.046 eV

=====

Which structure wins on stability? model w wins.

=====

Model w:
This record from OMol25 describes a cluster of 2 separate species, CH6N2O2 in total. The level of theory is the ωB97M-V functional and the def2-TZVPD basis.

```
11
Properties=species:S:1:pos:R:3
N 1.687 -1.712 -0.622
H 1.108 -1.195 -1.282
H 2.637 -1.663 -0.952
H 1.000 -0.526 0.612
H 1.400 -2.695 -0.683
N 0.345 0.149 1.059
C -0.758 0.636 -0.029
O -1.686 1.174 0.521
O -0.383 0.419 -1.170
H 0.819 0.959 1.442
H -0.163 -0.276 1.825
```

Calculated values
SMILES string   [NH3+]C(=O)[O-].N
Frontier orbital gap   0.3842 Eh
LUMO   0.501 eV

=====

Model x:
This record from OMol25 describes a cluster of 2 separate species, CH6N2O2 in total. The level of theory is the ωB97M-V functional and the def2-TZVPD basis.

```
11
Properties=species:S:1:pos:R:3
N 0.094 -1.645 1.270
C -0.016 -0.672 0.323
N -1.253 -0.121 0.143
O 0.943 -0.344 -0.358
H -0.642 -1.965 1.864
H 1.020 -1.964 1.473
H -1.889 -0.045 0.922
H -1.255 0.638 -0.513
H 0.938 1.484 -1.275
H 0.668 2.795 -0.689
O 0.303 2.217 -1.373
```

Calculated values
SMILES string   NC(N)=O.O
Frontier orbital gap   0.3988 Eh
LUMO   0.721 eV

=====

Model y:
This record from OMol25 describes a cluster of 3 separate species, CH6N2O2 in total. The level of theory is the ωB97M-V functional and the def2-TZVPD basis.

```
11
Properties=species:S:1:pos:R:3
C -2.308 0.169 -0.539
N -0.799 1.143 1.240
N 2.209 -0.241 -1.016
O -0.378 -0.002 1.881
O -2.677 -0.864 -0.084
H -2.156 0.502 -1.598
H -1.745 1.173 1.656
H 1.799 -1.156 -0.939
H 2.850 -0.098 -0.294
H 2.730 -0.314 -1.828
H 0.474 -0.310 1.522
```

Calculated values
Frontier orbital gap (alpha / beta)   0.3090 / 0.3435 Eh
LUMO (alpha / beta)   0.382 / 0.492 eV

=====

Which structure wins on stability? model x wins.